Formula: C22H24N4ReS
Source: OMol25
Level of theory: the ωB97M-V functional and the def2-TZVPD basis

Geometry as XYZ:
```
52
Properties=species:S:1:pos:R:3:forces:R:3
Re -0.0200 -0.1179 -0.2204 -0.2 -0.4 0.1
S 1.3349 -4.3058 -0.7019 0.1 -0.2 0.0
N 1.0747 -1.8007 -0.3369 0.3 0.1 -0.1
N -0.0566 -0.0326 1.8029 0.0 0.2 -0.1
N -0.5837 2.0654 -0.5961 -0.1 0.1 -0.1
N -1.2315 4.5061 -2.1435 0.0 -0.1 0.0
C -1.2494 0.1654 3.8531 0.0 0.0 0.0
C -1.0539 -2.7822 -0.6700 0.0 -0.1 0.0
C 0.3877 -2.9474 -0.5522 -0.1 0.2 -0.1
C 5.0894 -2.8756 -0.2549 0.1 0.1 0.0
C 4.0985 -3.8191 -0.4376 -0.1 0.0 0.0
C 2.7827 -3.3641 -0.4572 0.0 -0.1 -0.1
C 3.4737 -1.0705 -0.1158 0.0 0.1 0.0
C 1.1374 -0.1415 3.8609 0.0 0.0 0.0
C -1.4842 -1.4330 -0.5559 0.3 0.6 0.0
C 0.1910 4.1622 -1.7854 -0.1 0.0 0.0
C 2.4720 -2.0154 -0.2955 -0.4 0.0 0.0
C -0.0544 0.0289 4.5580 0.0 0.0 0.0
C -2.1951 3.9299 -1.1379 0.1 0.1 -0.1
C -3.3323 -3.4361 -1.0186 0.1 0.0 0.0
C -1.9793 -3.7764 -0.9029 -0.1 -0.1 0.0
C -2.8403 -1.0990 -0.6722 0.0 -0.2 0.0
C 1.1106 -0.1751 2.4870 -0.2 0.0 0.0
C 4.7838 -1.5156 -0.0983 0.0 -0.1 0.0
C -1.9926 2.4276 -0.9926 0.1 -0.1 0.0
C -3.7574 -2.1121 -0.9072 0.0 0.1 0.0
C 0.3517 2.6554 -1.6269 -0.1 0.0 0.0
C -1.2265 0.1305 2.4810 0.2 0.0 0.1
H -2.0195 4.4611 -0.2017 0.0 0.0 0.0
H -3.2109 4.1461 -1.4671 0.0 0.0 0.0
H 0.8478 4.5359 -2.5701 0.0 0.0 0.0
H -3.1936 -0.0787 -0.5835 0.0 0.0 0.0
H 2.0819 -0.2607 4.3753 0.0 0.0 0.0
H -0.3953 2.5410 0.2908 0.0 0.0 0.0
H 6.1240 -3.1921 -0.2418 0.0 0.0 0.0
H -2.6867 2.0659 -0.2363 0.0 0.0 0.0
H 4.3411 -4.8659 -0.5695 0.0 0.0 0.0
H -0.0552 0.0470 5.6415 0.0 0.0 0.0
H -2.1950 0.2851 4.3654 0.0 0.0 0.0
H 1.3887 2.4577 -1.3517 0.0 0.0 0.0
H 5.5900 -0.8057 0.0323 0.0 0.0 0.0
H -1.4564 4.1778 -3.0893 0.0 0.0 0.0
H -4.8089 -1.8736 -1.0053 0.0 0.0 0.0
H 0.1516 2.1447 -2.5720 0.0 0.0 0.0
H 2.0115 -0.3329 1.9066 0.0 0.0 0.0
H -2.2111 1.9064 -1.9269 0.0 0.0 0.0
H -4.0628 -4.2148 -1.1999 0.0 0.0 0.0
H 3.2570 -0.0100 -0.0090 0.0 0.0 0.0
H 0.4185 4.6982 -0.8633 0.0 0.0 0.0
H -1.3410 5.5267 -2.1806 0.0 0.0 0.0
H -2.1331 0.2014 1.8954 0.0 0.0 0.0
H -1.6736 -4.8119 -1.0021 0.0 0.0 0.0
```
Positions in Å, forces in eV/Å.

Results
HOMO level (spin up / spin down) ... -19.90 / -19.97 eV
LUMO level (spin up / spin down) ... -13.85 / -14.48 eV
Net charge ... +4
Frontier orbital gap (spin up / spin down) ... 0.222 / 0.202 Ha
Spin multiplicity ... 4
Maximum force ... 0.663 eV/A
<S²> ... 3.7914

Results of the Löwdin charge analysis, in e, for atoms 1 through 2:
1 Re 1.688
2 S 1.332